Density functional theory data (the ωB97M-V functional and the def2-TZVPD basis) for a molecular structure, C59H62F9KN7O4P2S3.

## Properties
HOMO: -4.67 eV
total charge: -1

Last column: Löwdin charge in e.
Atoms and positions in Å:
K -0.424883 -0.280587 0.095463  0.550
S 2.682567 -1.848201 -6.504702  0.169
S 3.335565 -0.897635 -3.327892  0.341
S -2.719297 1.115870 -2.099555  0.848
P -3.717609 0.129996 1.595677  1.128
P 3.948844 -1.751053 -5.017622  -0.179
F -8.218223 -3.850271 -1.361648  0.130
F -6.226764 6.369303 1.514929  0.131
F -4.415562 -2.040950 7.874845  0.133
F -4.278773 0.070583 8.292832  0.128
F -6.405845 -4.916716 -1.835438  0.139
F -7.509750 5.467501 0.029593  0.138
F -7.421743 -5.296543 0.032444  0.131
F -2.479596 -1.112771 8.107119  0.141
F -8.005681 5.301818 2.119537  0.135
O 1.444640 -2.004358 3.829106  0.051
O 5.297264 -1.074972 -5.596456  -0.336
O -1.811417 -2.444224 0.696785  -0.067
O 4.566343 -3.219918 -4.643183  -0.346
N 0.202970 0.713096 -3.165463  -0.068
N -1.081576 -1.682012 -2.383002  -0.105
N 0.173457 1.560589 2.752023  0.149
N 2.341822 1.228077 0.468670  -0.141
N -0.006623 2.748338 -0.091215  0.118
N 2.076503 -1.595311 -0.054168  0.101
N -0.249288 -1.810710 2.268211  0.057
C -6.002648 -2.081207 -0.909222  -0.002
C -0.458694 -6.465821 2.126697  -0.086
C 0.562824 -6.335459 3.061975  -0.087
C -5.797396 -3.375937 1.111982  0.005
C -3.701555 -0.929118 7.593125  -0.586
C -0.096831 -0.262234 -4.201719  -0.226
C -6.973803 5.284026 1.251900  -0.586
C -3.745202 -0.153569 3.394926  -0.365
C 1.772654 3.290162 3.118504  -0.031
C 3.284655 -1.062691 0.083216  -0.301
C -0.471920 3.592058 3.845253  -0.059
C 4.422109 -1.841534 0.279227  -0.017
C 1.154463 3.385727 -0.027088  -0.272
C -0.318101 2.032473 -3.386146  -0.288
C 6.718995 -1.171359 -3.538602  -0.088
C -5.263365 -1.069070 -0.332307  -0.109
C -2.575269 -0.615724 3.995425  -0.069
C -6.272416 -3.237294 -0.179844  -0.122
C 5.048004 -5.110782 -3.316748  -0.052
C -6.849612 2.805900 1.113611  -0.002
C -3.127528 -0.401648 -3.023726  -0.444
C 0.079808 5.527781 -0.107980  -0.065
C -6.193638 4.010382 1.340496  -0.126
C -4.799396 -1.187342 0.979793  -0.360
C -3.685171 -0.643520 6.122708  -0.123
C -1.851565 2.111551 -3.349580  -0.450
C 1.238370 4.779820 -0.034251  -0.027
C -7.073017 -4.323603 -0.826293  -0.584
C 0.616161 -2.497360 3.080515  -0.458
C 0.396988 -3.981042 2.910235  -0.100
C -0.984386 -2.707926 1.576891  -0.524
C -4.147262 2.827667 1.700470  -0.085
C -5.062516 -2.349911 1.690098  -0.048
C 2.417265 1.161063 1.933043  -0.114
C 1.011718 -5.081953 3.470078  -0.010
C 1.967548 -2.917679 -0.028300  -0.129
C -1.136146 4.860571 -0.161813  -0.057
C -4.880611 0.071699 4.176004  -0.061
C -1.068156 -5.347527 1.564379  -0.010
C 3.415713 0.425176 -0.103087  -0.169
C -0.311408 -1.659027 -3.618230  -0.202
C -0.618806 -4.111197 1.980836  -0.106
C 0.815670 4.086129 3.726383  -0.065
C -4.786386 1.610818 1.480365  -0.351
C -0.732061 2.321549 3.349921  -0.138
C 4.012123 -4.041196 -3.614260  -0.521
C -1.118835 3.476046 -0.147464  -0.159
C 7.346083 -2.334303 -5.683002  -0.054
C 3.040750 -3.776491 0.142410  -0.055
C 2.678592 -4.635118 -4.034946  -0.059
C -6.149794 1.613647 1.187617  -0.064
C 1.410378 2.037790 2.629858  -0.267
C -2.548703 -0.867694 5.362240  0.019
C 6.622256 -1.151494 -5.055568  -0.459
C -4.840408 4.024519 1.640146  0.000
C 4.299116 -3.218795 0.307171  -0.062
C -4.853238 -0.168297 5.536060  -0.010
C -2.518512 -1.691672 -2.482960  -0.290
C 2.431403 2.580772 -0.046711  -0.134
H -6.364514 -1.980272 -1.924998  0.127
H -1.635563 -1.224895 5.820251  0.127
H 3.439273 0.590214 -1.183561  0.050
H -4.328424 4.960362 1.817927  0.118
H 3.862938 -3.409866 -2.731105  0.070
H 0.120709 6.609578 -0.119029  0.104
H 2.209263 5.256279 0.019846  0.113
H 4.397963 0.745086 0.290928  0.128
H 4.699030 -5.761124 -2.511932  0.074
H -0.982120 0.071164 -4.745735  0.093
H -7.907640 2.800226 0.884073  0.125
H -5.787672 0.442243 3.714433  0.107
H 6.296698 -2.083913 -3.115032  0.060
H -2.077531 5.390599 -0.220636  0.101
H -2.142543 3.149016 -3.172117  0.064
H 2.882602 -4.846595 0.150858  0.106
H -3.086853 2.843738 1.917877  0.076
H 1.015889 -7.229375 3.473381  0.096
H -4.686606 -2.468175 2.697811  0.111
H 3.430287 1.449129 2.270156  0.129
H -1.677401 -0.771241 3.403935  0.072
H 6.199493 -0.324235 -3.096263  0.051
H 3.222143 3.166198 0.457391  0.128
H -1.857830 -5.436957 0.828970  0.114
H 0.087371 2.689707 -2.617218  0.088
H 2.236659 0.128524 2.241221  0.117
H 7.083257 -0.221864 -5.403788  0.134
H 7.269826 -2.285498 -6.769058  0.081
H -0.753697 -2.296218 -4.402637  0.121
H -2.843886 -0.239747 -4.061322  0.062
H 1.810989 -4.965672 4.190527  0.115
H -1.724821 1.895348 3.451339  0.081
H -2.285407 1.843557 -4.313414  0.064
H 2.282871 -5.269034 -3.237366  0.078
H -2.911338 -1.887631 -1.483477  0.086
H -6.670221 0.680630 1.016022  0.106
H 8.401436 -2.329530 -5.401361  0.075
H 1.070637 5.068655 4.103301  0.105
H -4.214034 -0.512178 -3.021532  0.054
H -2.896623 -2.501895 -3.138198  0.122
H 5.386186 -1.362540 0.390507  0.112
H 2.794481 3.630162 3.006913  0.112
H 2.797635 -5.235711 -4.938619  0.086
H 2.734351 2.513623 -1.096642  0.135
H 7.779317 -1.123159 -3.277034  0.077
H -5.996427 -4.279461 1.671394  0.120
H 0.705159 -0.348059 -4.944932  0.062
H 0.674059 -2.067886 -3.389715  0.068
H -5.731363 0.010608 6.142975  0.122
H 1.199744 0.722059 -2.985891  0.042
H 5.169653 -3.847145 0.447279  0.107
H -0.779059 -7.457620 1.831439  0.097
H 6.891676 -3.265378 -5.345859  0.067
H -2.047131 2.917060 -0.202317  0.058
H -0.789958 -2.460794 -1.807994  0.087
H 0.966553 -3.321280 -0.152652  0.107
H 5.992541 -4.657387 -3.010777  0.071
H 1.959916 -3.844021 -4.246337  0.037
H 5.228689 -5.722787 -4.202684  0.082
H -1.259443 4.161151 4.321563  0.101
H -0.023232 2.470948 -4.360261  0.120
H -5.046345 -0.172239 -0.900452  0.085

Atomic forces in eV per Å
K 0.243 0.850 -0.421
S -0.004 -0.024 0.025
S 0.065 0.039 -0.083
S -0.024 -0.068 0.004
P 0.529 0.162 -0.164
P -0.028 0.031 -0.017
F -0.033 0.047 -0.016
F 0.044 0.027 0.013
F -0.016 -0.035 -0.005
F -0.003 0.039 0.002
F 0.049 0.004 -0.026
F -0.011 -0.027 -0.073
F 0.019 -0.013 0.051
F 0.098 -0.006 0.006
F -0.054 -0.022 0.058
O -0.067 -0.093 -0.069
O -0.135 -0.001 0.109
O -0.197 -0.134 0.020
O -0.051 0.081 -0.070
N 0.018 -0.045 0.144
N 0.059 -0.103 0.124
N -0.078 -0.037 -0.093
N -0.004 -0.069 0.057
N -0.002 -0.122 0.058
N -0.106 0.064 -0.064
N -0.037 -0.323 -0.030
C -0.046 -0.084 0.013
C -0.017 -0.125 -0.016
C 0.044 -0.091 0.026
C 0.007 0.005 0.027
C -0.057 -0.026 0.084
C 0.072 -0.020 -0.049
C -0.055 0.098 -0.005
C -0.012 -0.069 0.260
C -0.018 -0.030 0.020
C 0.097 -0.066 0.052
C -0.015 -0.020 0.007
C -0.056 0.037 0.017
C -0.004 0.200 -0.023
C 0.049 0.129 -0.149
C 0.030 -0.007 0.030
C -0.072 -0.113 0.007
C -0.175 0.155 0.002
C 0.040 0.097 -0.024
C -0.007 0.043 0.020
C 0.014 0.040 0.017
C -0.034 0.001 -0.040
C -0.005 -0.046 -0.003
C 0.034 -0.083 -0.009
C -0.082 -0.032 -0.125
C 0.091 -0.014 -0.035
C -0.033 0.052 -0.035
C -0.007 -0.044 0.009
C -0.065 -0.096 -0.064
C 0.268 0.267 0.246
C -0.072 -0.163 -0.049
C -0.006 -0.176 0.051
C 0.005 0.044 -0.018
C 0.012 -0.001 0.010
C 0.001 -0.042 -0.023
C -0.056 0.150 -0.033
C 0.028 -0.149 -0.026
C -0.021 -0.041 0.006
C 0.012 -0.029 0.010
C -0.014 0.141 0.000
C 0.073 0.062 -0.022
C 0.008 -0.095 -0.026
C 0.122 -0.161 0.102
C 0.019 -0.037 -0.018
C -0.179 0.038 0.017
C -0.050 0.080 0.072
C -0.042 -0.084 0.127
C -0.142 0.124 -0.034
C -0.020 0.015 -0.004
C -0.022 0.003 0.013
C 0.026 0.042 0.011
C 0.028 0.056 0.040
C 0.066 0.015 0.059
C -0.009 -0.010 0.065
C 0.074 -0.039 -0.021
C -0.047 0.020 0.013
C -0.035 0.019 -0.031
C -0.028 -0.008 -0.064
C -0.122 -0.091 -0.082
C 0.106 -0.061 -0.009
H -0.018 -0.023 0.005
H -0.024 0.004 0.025
H -0.012 0.003 0.008
H -0.010 0.004 -0.004
H 0.002 -0.062 -0.013
H 0.003 0.008 -0.004
H 0.004 0.017 0.004
H -0.018 -0.011 -0.021
H -0.010 0.003 0.006
H -0.032 -0.013 0.005
H -0.009 0.018 -0.003
H -0.018 0.002 0.016
H 0.003 0.040 -0.040
H 0.001 0.018 0.007
H -0.008 -0.012 0.029
H 0.010 -0.008 0.006
H 0.036 -0.016 -0.022
H 0.003 0.004 0.004
H 0.004 -0.004 0.007
H -0.026 0.009 -0.018
H -0.019 0.025 -0.022
H -0.009 0.004 0.005
H 0.005 -0.021 -0.005
H -0.006 0.000 -0.009
H 0.002 -0.015 0.040
H 0.002 0.009 0.003
H 0.041 -0.045 -0.019
H 0.004 -0.006 -0.011
H 0.005 -0.016 0.048
H 0.027 0.014 0.007
H 0.006 -0.004 0.004
H 0.020 -0.035 0.017
H 0.001 -0.034 0.002
H 0.014 0.004 0.021
H -0.015 0.004 0.033
H -0.007 0.006 -0.006
H 0.016 0.026 0.004
H 0.009 0.003 -0.001
H 0.001 0.010 0.030
H 0.027 0.042 0.014
H 0.012 -0.011 0.000
H 0.004 0.019 0.014
H 0.003 0.005 -0.024
H -0.021 -0.017 0.006
H 0.007 0.007 0.041
H -0.013 -0.001 -0.010
H -0.001 0.029 0.020
H 0.016 0.041 -0.013
H 0.000 0.002 0.007
H 0.026 -0.002 -0.064
H 0.005 -0.001 0.000
H -0.002 0.003 -0.004
H 0.015 0.006 -0.016
H 0.002 -0.004 0.002
H -0.057 -0.045 -0.018
H 0.017 -0.005 -0.007
H 0.002 0.001 -0.007
H -0.010 -0.008 -0.022
H -0.001 -0.001 -0.016
H 0.004 0.018 -0.005
H -0.004 -0.017 0.048
H 0.021 0.026 -0.020



Density functional theory data (the ωB97M-V functional and the def2-TZVPD basis) for 2 unconnected molecules or ions with the total composition C35H31ClIN3O3S at a distorted geometry.

## Properties
HOMO: -8.29 eV
SMILES: C#CCc1cc(-c2cccnc2)c(CCOCC)c2c1N(Cl)c1c(C#C)ccc(CCCI)c1S2.O=[N+]([O-])c1ccccc1

Last column: Löwdin charge in e.
Atoms and positions in Å:
I -2.356168 -5.330140 -1.240414  0.763
Cl -1.954853 3.048795 0.588864  0.708
S -0.823119 -0.120811 0.287378  1.033
O -1.697793 -0.245779 -3.358692  0.062
O -1.283396 -1.985255 -4.556504  0.066
O 2.903839 -1.531084 -1.413402  -0.163
N -1.754704 2.112489 2.046345  -0.405
N 6.207397 1.193454 2.602604  0.079
N -1.431823 -0.787508 -4.416561  -0.342
C 4.104647 -0.754059 3.430744  -0.003
C -0.374874 1.732058 2.251653  -0.252
C -4.098508 2.233567 3.642118  -0.079
C -0.712989 5.540095 2.300188  0.057
C -4.366680 -1.236751 2.073917  -0.024
C -0.456644 4.710468 3.138463  -0.136
C 5.500390 -0.985135 3.582937  -0.060
C 2.381078 0.968992 2.654927  -0.121
C -1.274055 0.066021 -5.599570  -0.142
C 1.604692 0.299810 1.658867  -0.150
C 2.252579 -1.556732 -2.676724  -0.252
C -2.631539 0.968896 2.013778  -0.278
C -2.358054 -0.198295 1.242576  -0.340
C 6.422014 -0.002886 3.180807  -0.170
C -0.935855 1.674786 -7.814455  -0.072
C -0.822330 0.295853 -7.936675  -0.066
C -1.459999 -3.201302 0.749561  -0.340
C -2.903055 -2.623496 0.444486  -0.212
C -0.255522 3.522705 4.067914  -0.118
C 0.413255 2.399983 3.233820  -0.137
C -4.376665 3.173676 4.346819  0.119
C -1.409072 -4.759141 0.630971  -0.596
C -0.991203 -0.515431 -6.825075  -0.002
C 1.755677 1.991984 3.399397  0.027
C 0.907411 -2.381015 -2.595034  -0.065
C -3.210834 -1.335046 1.249295  -0.201
C -4.657352 -0.088875 2.851353  -0.019
C -1.226851 2.245692 -6.582239  -0.065
C -3.789860 1.037349 2.832978  -0.164
C -1.399596 1.439733 -5.467306  0.000
C 0.256238 0.697105 1.491015  -0.326
C 4.877531 1.368919 2.481992  -0.109
C 3.819106 0.523126 2.859724  -0.170
C 2.126160 -0.839634 0.763579  -0.127
C 2.543619 -0.367939 -0.648647  -0.192
H -0.598302 -0.146220 -8.898962  0.109
H 4.581072 2.330526 2.013437  0.126
H -0.699920 6.283317 1.510101  0.036
H -5.558358 -0.072710 3.485197  0.119
H -0.898330 -1.588088 -6.926974  0.120
H -0.352608 -5.073862 0.672470  0.050
H 7.491325 -0.236154 3.361129  0.108
H -1.626004 1.891093 -4.510782  0.121
H -5.082223 -2.071655 2.173435  0.115
H -0.795956 2.307136 -8.682973  0.108
H 3.458297 0.273207 -0.620341  0.134
H -1.045296 -2.804567 1.698792  0.116
H -1.269382 3.165492 4.327702  0.102
H -0.811647 -2.787588 -0.056129  0.041
H 5.861227 -1.929436 4.016011  0.104
H 2.942453 -1.409648 1.254308  0.113
H 2.086566 -0.554826 -3.125615  0.115
H 1.304215 -1.577544 0.613252  0.086
H 2.348899 2.529323 4.161543  0.129
H 0.816838 -3.054699 -3.467665  0.071
H -4.497541 4.023432 5.010075  0.041
H -3.046862 -2.385117 -0.623642  0.097
H 3.316264 -1.448709 3.745260  0.126
H -1.316120 3.320519 -6.490430  0.109
H 0.020106 -1.724563 -2.561646  0.031
H 0.917113 -2.996232 -1.671440  0.072
H 1.755871 0.215889 -1.172022  0.116
H 2.895982 -2.113230 -3.396548  0.115
H -3.609218 -3.401009 0.806361  0.091
H -2.014537 -5.182337 1.457428  0.049
H 0.363835 3.819017 4.930893  0.114

Atomic forces in eV per Å
I 0.550 -0.226 0.464
Cl -0.064 0.072 -0.298
S -0.108 0.078 0.592
O 0.007 -0.030 -0.084
O -0.212 0.146 -0.171
O -0.449 1.001 -0.368
N 0.554 -0.938 0.178
N -2.008 -1.862 0.887
N -0.118 -0.127 0.096
C 1.688 1.642 -0.469
C 1.801 -0.266 0.063
C 0.172 -0.622 -0.281
C 0.803 0.099 0.068
C 0.155 0.592 0.274
C -0.203 -0.567 0.436
C -1.265 0.057 -0.098
C -0.754 -0.332 -0.859
C 0.101 0.294 -0.359
C -0.307 -0.006 0.055
C -0.640 -1.585 -0.756
C -0.906 -0.641 0.307
C 0.211 0.743 0.453
C 1.795 -0.632 0.313
C 0.002 0.016 -0.021
C -0.024 0.143 0.086
C -0.129 0.272 -1.764
C 0.312 0.486 1.643
C 0.129 0.494 -1.646
C -0.410 -0.614 -0.437
C 0.386 -0.036 0.033
C -0.321 1.410 0.782
C 0.055 -0.233 -0.142
C 0.157 0.396 0.305
C 0.382 0.494 0.098
C -0.133 0.403 0.454
C 0.627 -0.029 -0.466
C 0.029 -0.129 -0.104
C -0.303 -0.189 -0.020
C -0.038 0.216 0.174
C -1.076 0.543 0.365
C -0.643 1.567 -0.729
C -0.368 -0.616 0.616
C -0.361 -0.018 0.184
C 0.900 -0.130 0.121
H -0.012 -0.020 0.055
H 0.162 -0.613 0.321
H -0.304 -0.502 0.625
H 0.582 0.028 -0.412
H -0.033 0.034 0.188
H -0.706 -0.251 -0.219
H -0.691 0.116 -0.166
H 0.017 -0.192 0.035
H 0.615 0.357 -0.310
H -0.014 -0.027 0.034
H -0.659 -0.202 0.254
H -0.384 -0.534 -0.286
H 0.561 0.262 0.304
H -0.187 -0.400 0.673
H -0.074 0.609 -0.235
H -0.314 0.578 -0.474
H 0.142 -0.344 0.494
H 0.456 0.509 0.144
H -0.293 -0.399 -0.441
H -0.051 0.372 0.476
H -0.083 -0.606 -0.553
H 0.089 -0.491 0.437
H 0.447 0.309 -0.175
H -0.009 -0.049 0.035
H 0.436 -0.393 0.124
H 0.106 0.288 -0.560
H 0.197 -0.390 0.506
H -0.064 0.465 0.672
H 0.056 0.585 -0.585
H 0.458 -0.150 -0.650
H -0.420 -0.286 -0.288



So what do the calculations give for relative energy (zero: lowest compared OMol25 entry of this formula, charge and spin)? Going down the list: 55.2 0.0 kJ/mol.
So what do the calculations give for LUMO energy? Going down the list: 1.7 -0.6 eV.
So what do the calculations give for total energy? Going down the list: -6346.1265 -2898.0719 Eh.